w | # C4H9N2

An isolated ion of composition C4H9N2 and charge +1 (ωB97M-V/def2-TZVPD, OMol25).

Structure (XYZ):
```
15
Properties=species:S:1:pos:R:3:lowdin_charge:R:1
C -1.212 -0.599 0.335 -0.274
C 0.224 -0.041 0.146 -0.316
C 0.622 1.355 0.479 -0.037
C 1.132 -0.537 -0.978 0.011
N -0.286 -1.104 1.107 0.280
N -2.446 -0.542 -0.081 0.252
H 1.556 1.444 0.929 0.062
H 0.082 1.887 1.346 0.129
H 0.830 2.146 -0.287 0.123
H 2.013 -0.742 -0.420 0.086
H 1.174 0.374 -1.697 0.135
H 0.745 -1.424 -1.518 0.105
H -0.072 -1.607 1.965 0.182
H -2.764 0.032 -0.779 0.109
H -3.053 -1.316 0.185 0.152
```

Results
Total charge: +1
Lowest unoccupied orbital energy (spin up / spin down), Eh: -0.1142 / -0.3135
<S²>: 2.01
Spin multiplicity: 3
Highest occupied orbital energy (spin up / spin down), eV: -10.32 / -15.65

x | # C4H9N2

A 2-piece molecular cluster, C4H9N2 overall (ωB97M-V/def2-TZVPD, OMol25).

Structure (XYZ):
```
15
Properties=species:S:1:pos:R:3:lowdin_charge:R:1
C 1.607 -0.042 0.493 -0.173
C -2.214 -1.017 -0.345 -0.207
C -2.149 -1.866 -1.163 0.133
C -2.522 0.092 0.547 -0.084
N 0.726 -0.489 -0.147 0.240
N 2.882 1.120 0.013 0.155
H -2.281 -2.710 -1.713 0.020
H 2.041 -0.047 1.460 0.093
H -1.902 0.517 1.312 0.071
H -3.526 -0.016 0.845 0.070
H -2.613 0.850 -0.289 0.112
H 0.262 -0.414 -1.053 0.123
H 2.955 1.917 -0.637 0.138
H 3.750 0.561 -0.293 0.169
H 2.984 1.543 0.969 0.139
```

Results
Total charge: +1
Lowest unoccupied orbital energy (spin up / spin down), Eh: -0.1316 / -0.3115
<S²>: 2.01
Spin multiplicity: 3
Highest occupied orbital energy (spin up / spin down), eV: -10.59 / -13.40

Stability summary: most stable w, least stable x.

w | # C2H6N2OS2

A single C2H6N2OS2 molecule (ωB97M-V/def2-TZVPD, OMol25).

Structure (XYZ):
```
13
Properties=species:S:1:pos:R:3:lowdin_charge:R:1
C -1.850 -0.970 0.475 -0.429
S -0.582 -1.381 -0.761 0.883
C 0.637 -0.151 -0.311 -0.765
N 0.454 1.093 -0.049 -0.400
S -1.001 1.896 -0.390 0.746
N 1.944 -0.615 -0.322 -0.068
O 2.891 0.381 -0.079 -0.042
H -1.451 -0.753 1.453 0.043
H -2.576 -1.792 0.473 0.040
H -2.410 -0.103 0.171 -0.036
H -0.514 2.771 -1.249 -0.153
H 2.131 -1.419 0.207 0.106
H 2.328 1.043 0.382 0.075
```

Results
Lowest unoccupied orbital energy, Eh: 0.0240
Spin multiplicity: 1
Highest occupied orbital energy, eV: -8.79
SMILES: CS/C(=N\S)NO

x | # C2H6N2OS2

C2H6N2OS2 as an isolated structure (ωB97M-V/def2-TZVPD, OMol25).

Structure (XYZ):
```
13
Properties=species:S:1:pos:R:3:lowdin_charge:R:1
C 1.987 0.303 -0.722 -0.090
C -0.075 -0.168 0.541 -0.831
H 2.982 1.051 -0.565 0.157
H 2.181 -0.928 -0.606 0.146
H 1.448 0.545 -1.803 0.086
H 0.159 1.531 1.418 -0.013
H -0.664 -2.092 -0.021 0.070
H -2.012 -0.412 -1.606 -0.113
N 1.025 0.561 0.280 -0.325
N -0.192 -1.253 -0.351 -0.369
O 1.173 1.690 0.998 -0.070
S -1.147 0.309 1.833 0.627
S -0.777 -0.883 -2.034 0.724
```

Results
Lowest unoccupied orbital energy, Eh: -0.0018
Spin multiplicity: 1
Highest occupied orbital energy, eV: -8.61

Stability summary: most stable w, least stable x.

w | # CH5O2

A 2-piece molecular cluster, CH5O2 overall (ωB97M-V/def2-TZVPD, OMol25).

Structure (XYZ):
```
8
Properties=species:S:1:pos:R:3:lowdin_charge:R:1
C 1.021 -0.258 0.197 -0.302
O -0.198 -0.332 0.864 -0.291
H 1.356 0.790 0.113 0.048
H 1.766 -0.892 0.699 0.044
H 0.938 -0.630 -0.840 0.056
H -1.796 1.228 -0.550 -0.093
H -1.072 -0.197 0.145 -0.041
O -2.014 0.290 -0.628 -0.421
```

Results
Total charge: -1
Lowest unoccupied orbital energy, Eh: 0.1740
Spin multiplicity: 1
Highest occupied orbital energy, eV: -3.28

x | # CH5O2

CH5O2 as an isolated structure (ωB97M-V/def2-TZVPD, OMol25).

Structure (XYZ):
```
8
Properties=species:S:1:pos:R:3:lowdin_charge:R:1
O 0.528 1.884 0.519 -0.398
H -0.280 1.657 0.977 -0.101
C -0.274 -0.854 -0.280 -0.305
O 1.075 -0.420 -0.172 -0.307
H -0.292 -1.650 -1.055 0.042
H -0.764 0.008 -0.747 0.052
H -0.866 -1.293 0.565 0.053
H 0.872 0.667 0.194 -0.036
```

Results
Total charge: -1
Lowest unoccupied orbital energy, Eh: 0.1745
Spin multiplicity: 1
Highest occupied orbital energy, eV: -3.44

Stability summary: most stable w, least stable x.

w | # C22H19N3O3

A single C22H19N3O3 molecule (ωB97M-V/def2-TZVPD, OMol25).

Structure (XYZ):
```
47
Properties=species:S:1:pos:R:3:lowdin_charge:R:1
C -5.037 -1.804 -1.977 -0.085
C -5.255 -1.024 -0.679 -0.194
C -4.000 -0.309 -0.264 -0.238
N -3.991 0.974 -0.507 0.168
C -2.907 1.717 -0.229 -0.212
C -2.945 3.096 -0.518 -0.013
C -1.854 3.881 -0.270 -0.077
C -0.685 3.321 0.268 -0.069
C -0.619 1.987 0.562 -0.010
C -1.731 1.151 0.334 -0.081
C -1.770 -0.239 0.611 -0.018
C -0.565 -0.907 1.183 -0.447
O 0.048 -1.800 0.662 0.150
O -0.245 -0.382 2.380 0.031
C 0.949 -0.862 2.993 -0.058
C 2.141 -0.218 2.377 -0.313
N 2.768 0.837 2.786 0.108
N 3.748 1.083 1.903 0.106
C 3.677 0.163 0.983 -0.277
C 4.521 0.017 -0.180 -0.151
C 4.263 -0.987 -1.112 -0.014
C 5.080 -1.116 -2.219 -0.074
C 6.148 -0.252 -2.402 -0.081
C 6.402 0.748 -1.475 -0.074
C 5.594 0.889 -0.365 -0.019
O 2.668 -0.701 1.235 0.144
C -2.893 -0.987 0.320 -0.123
C -2.920 -2.453 0.630 -0.020
H -4.727 -1.127 -2.768 0.079
H -5.961 -2.291 -2.280 0.071
H -4.269 -2.564 -1.855 0.064
H -5.598 -1.696 0.109 0.103
H -6.021 -0.266 -0.843 0.110
H -3.853 3.497 -0.940 0.111
H -1.880 4.938 -0.491 0.103
H 0.171 3.953 0.452 0.106
H 0.287 1.575 0.978 0.105
H 1.015 -1.948 2.866 0.142
H 0.883 -0.580 4.044 0.144
H 3.426 -1.652 -0.962 0.119
H 4.882 -1.893 -2.943 0.105
H 6.783 -0.359 -3.268 0.103
H 7.235 1.420 -1.622 0.105
H 5.770 1.658 0.370 0.113
H -2.464 -2.645 1.600 0.090
H -2.340 -2.996 -0.116 0.096
H -3.931 -2.847 0.639 0.074
```

Results
Lowest unoccupied orbital energy, Eh: 0.0020
Spin multiplicity: 1
Highest occupied orbital energy, eV: -8.73
SMILES: CCc1nc2ccccc2c(C(=O)OCc2nnc(-c3ccccc3)o2)c1C

x | # C22H19N3O3

A single C22H19N3O3 molecule (ωB97M-V/def2-TZVPD, OMol25).

Structure (XYZ):
```
47
Properties=species:S:1:pos:R:3:lowdin_charge:R:1
C 5.189 -2.160 0.656 -0.047
C 3.993 -1.350 0.267 -0.267
C 4.099 0.022 0.060 -0.030
C 2.996 0.774 -0.299 0.023
C 1.756 0.172 -0.444 -0.158
O 0.673 0.957 -0.794 0.066
C -0.051 0.579 -1.862 -0.471
O 0.334 -0.184 -2.707 0.138
C -1.370 1.338 -1.958 -0.085
O -1.896 1.749 -0.732 -0.037
C -1.285 2.751 -0.022 -0.228
C -0.381 3.662 -0.547 -0.023
C 0.138 4.665 0.255 -0.089
C -0.238 4.764 1.580 -0.098
C -1.137 3.849 2.105 -0.047
C -1.668 2.839 1.324 -0.200
C -2.631 1.832 1.871 -0.029
C 1.628 -1.199 -0.207 -0.091
N 0.394 -1.843 -0.290 -0.106
N -0.737 -1.182 -0.342 0.189
C -1.675 -2.133 -0.397 -0.194
C -3.071 -2.056 -0.465 -0.012
C -3.754 -3.241 -0.508 -0.083
C -3.094 -4.489 -0.481 -0.086
C -1.731 -4.591 -0.411 -0.017
C -1.003 -3.395 -0.367 -0.207
N 0.310 -3.150 -0.294 0.187
C 2.749 -1.946 0.135 0.040
H 5.062 -3.200 0.369 0.078
H 5.329 -2.121 1.736 0.086
H 6.089 -1.770 0.187 0.079
H 5.057 0.506 0.169 0.115
H 3.076 1.835 -0.475 0.125
H -1.234 2.172 -2.662 0.139
H -2.106 0.652 -2.387 0.144
H -0.064 3.600 -1.577 0.109
H 0.841 5.369 -0.166 0.101
H 0.168 5.545 2.205 0.098
H -1.427 3.917 3.144 0.109
H -2.715 1.921 2.951 0.078
H -2.300 0.828 1.611 0.074
H -3.616 1.975 1.427 0.087
H -3.565 -1.098 -0.482 0.110
H -4.833 -3.234 -0.563 0.102
H -3.694 -5.386 -0.519 0.102
H -1.223 -5.542 -0.390 0.110
H 2.619 -3.004 0.297 0.115
```

Results
Lowest unoccupied orbital energy, Eh: -0.0081
Spin multiplicity: 1
Highest occupied orbital energy, eV: -8.39
SMILES: Cc1ccc(OC(=O)COc2ccccc2C)c(-n2nc3ccccc3n2)c1

Stability summary: most stable w, least stable x.

w | # C5H13NO3

A 2-piece molecular cluster, C5H13NO3 overall (ωB97M-V/def2-TZVPD, OMol25).

Structure (XYZ):
```
22
Properties=species:S:1:pos:R:3:lowdin_charge:R:1
C -1.240 -1.927 0.123 -0.126
C 0.070 -1.190 0.256 -0.141
C -0.126 0.477 1.101 -0.612
C 1.286 0.945 1.411 -0.014
O -0.764 0.090 2.265 0.010
O -0.819 1.397 0.408 -0.005
H -1.073 -3.005 0.119 0.073
H -1.789 -1.663 -0.778 0.053
H -1.903 -1.718 0.962 0.071
H 0.766 -1.347 -0.564 0.072
H 0.627 -1.555 1.118 0.084
H 1.797 0.216 2.036 0.085
H 1.849 1.098 0.496 0.065
H 1.230 1.893 1.949 0.090
H -1.481 0.708 2.457 0.116
H -1.342 1.026 -0.406 0.092
C 0.900 0.867 -2.203 -0.073
N -0.216 -0.060 -2.044 -0.055
O -1.316 0.507 -1.869 -0.056
H 0.983 1.039 -3.281 0.099
H 0.746 1.823 -1.692 0.092
H 1.814 0.380 -1.865 0.081
```

Results
Lowest unoccupied orbital energy, Eh: -0.0314
Spin multiplicity: 1
Highest occupied orbital energy, eV: -9.14
SMILES: CCC(C)(O)O.CN=O

x | # C5H13NO3

A single C5H13NO3 molecule (ωB97M-V/def2-TZVPD, OMol25).

Structure (XYZ):
```
22
Properties=species:S:1:pos:R:3:lowdin_charge:R:1
C -2.055 0.750 -0.369 -0.086
C -1.282 -0.549 -0.596 -0.379
C -0.621 -0.578 -1.970 -0.082
C -0.269 -1.126 0.561 -0.176
O 1.085 -0.930 0.311 -0.081
C 1.685 0.377 0.754 -0.720
N 1.596 0.494 2.158 0.142
O 1.017 1.400 0.134 0.060
O 2.995 0.314 0.348 0.085
H -2.885 0.811 -1.075 0.081
H -1.409 1.607 -0.549 0.064
H -2.447 0.791 0.648 0.079
H -2.038 -1.342 -0.586 0.116
H 0.097 0.240 -2.051 0.073
H -1.362 -0.487 -2.763 0.076
H -0.089 -1.518 -2.124 0.079
H -0.419 -2.207 0.562 0.120
H -0.579 -0.668 1.509 0.112
H 1.997 -0.323 2.618 0.114
H 1.863 1.391 2.526 0.100
H 0.110 1.458 0.546 0.109
H 3.009 0.097 -0.591 0.116
```

Results
Lowest unoccupied orbital energy, Eh: 0.0313
Spin multiplicity: 1
Highest occupied orbital energy, eV: -9.72
SMILES: CC(C)COC(N)(O)O

Stability summary: most stable x, least stable w.

w | # C3H7NO3S

A 2-piece molecular cluster, C3H7NO3S overall (ωB97M-V/def2-TZVPD, OMol25).

Structure (XYZ):
```
15
Properties=species:S:1:pos:R:3:lowdin_charge:R:1
C -0.752 0.565 -1.238 -0.427
C -1.812 0.542 -0.137 -0.774
S -3.528 0.506 -0.853 -0.058
N 0.596 0.979 -0.915 -0.038
C 1.517 0.016 -0.145 -0.754
O 1.568 -1.186 -0.478 -0.085
O 2.152 0.591 0.786 -0.131
H -0.658 -0.523 -1.667 0.119
H -1.236 1.056 -2.160 0.065
H -1.673 1.436 0.536 0.040
H -1.770 -0.372 0.458 0.014
H 0.625 1.916 -0.302 0.132
H 2.053 -1.986 1.439 -0.019
H 1.166 -1.341 2.338 0.077
O 1.752 -2.200 2.337 -0.160
```

Results
Total charge: -2
Lowest unoccupied orbital energy, Eh: 0.2233
Spin multiplicity: 1
Highest occupied orbital energy, eV: 0.24

x | # C3H7NO3S

A 2-piece molecular cluster, C3H7NO3S overall (ωB97M-V/def2-TZVPD, OMol25).

Structure (XYZ):
```
15
Properties=species:S:1:pos:R:3:lowdin_charge:R:1
O 1.445 -0.928 0.872 -0.121
C 0.575 -0.907 -0.059 -0.684
O 0.527 -1.692 -1.031 -0.083
C -0.527 0.169 0.042 -0.416
C -1.933 -0.454 0.221 -0.725
S -3.161 0.627 1.097 -0.048
N -0.483 1.064 -1.150 0.006
H -0.379 0.833 0.885 0.085
H -2.405 -0.617 -0.749 0.015
H -1.848 -1.425 0.725 0.037
H -1.440 1.307 -1.395 0.027
H -0.147 0.520 -1.936 0.035
H 3.719 0.177 0.319 0.014
H 2.585 0.472 1.189 -0.001
O 3.472 0.855 0.970 -0.144
```

Results
Total charge: -2
Lowest unoccupied orbital energy, Eh: 0.2264
Spin multiplicity: 1
Highest occupied orbital energy, eV: 0.44

Stability summary: most stable x, least stable w.